Record 1
Density functional theory data (ωB97M-V/def2-TZVPD) for an isolated molecule of C19H24N2O4S2.

Output
LUMO   0.5 eV
Gap between HOMO and LUMO   0.318 Eh
Net charge   0
SMILES   COc1cccc(NC(=O)[C@H]2CC[C@H](CNS(=O)(=O)c3cccs3)CC2)c1
ΔE to the lowest compared entry with this formula, charge and spin   36.1 kJ/mol

Positions of all 51 atoms, in Å:
S  4.58074  -0.42958  0.71446
S  7.29036  0.83607  0.41827
O  4.04313  -1.75869  0.75976
O  4.41565  0.44709  1.83264
O  -7.44020  -1.30264  0.35159
O  -2.62893  -1.79370  -0.23694
N  4.05834  0.34221  -0.67065
N  -2.90238  0.44142  0.11384
C  -0.66949  -0.41161  -0.24751
C  1.43118  0.42446  0.83722
C  -5.15056  -0.50395  0.22072
C  8.66891  -0.09034  -0.03016
C  7.00750  -1.68255  0.01919
C  -6.51514  -0.30792  0.39230
C  -0.36401  0.43660  -1.48672
C  -6.14227  2.04722  0.68130
C  1.73803  1.27519  -0.39572
C  -2.16705  -0.67932  -0.12026
C  -4.28448  0.58232  0.28089
C  -4.78182  1.86121  0.51222
C  6.30683  -0.56830  0.36225
C  3.24495  1.53144  -0.54540
C  -0.07585  0.24234  1.00348
C  1.14468  0.61298  -1.64162
C  -7.01007  0.97707  0.62305
C  -6.99853  -2.62215  0.13072
C  8.37323  -1.40611  -0.20596
H  -0.27771  -0.38317  1.87443
H  9.09579  -2.15191  -0.48284
H  3.43094  2.15917  -1.42386
H  -6.52726  3.03974  0.86098
H  1.90805  -0.55244  0.73974
H  3.61869  2.04465  0.34228
H  -6.31849  -2.95516  0.92047
H  -0.83215  1.42076  -1.39974
H  1.84914  0.90004  1.72574
H  1.59843  -0.36964  -1.78963
H  3.70372  -0.32838  -1.33435
H  6.54981  -2.65132  -0.05524
H  -8.07214  1.10661  0.75308
H  -6.50170  -2.72234  -0.83896
H  1.35682  1.22106  -2.52458
H  -0.20208  -1.39314  -0.37668
H  -2.39239  1.30993  0.19053
H  -0.53186  1.22045  1.18071
H  -4.10699  2.70413  0.56013
H  -0.77453  -0.04994  -2.37405
H  9.62098  0.39080  -0.13459
H  1.26681  2.25782  -0.27069
H  -7.89662  -3.23785  0.14267
H  -4.73799  -1.48062  0.04151

Here are the Mulliken charges for atoms 1 to 4, given in e: 1.31 -0.11 -0.68 -0.63

Record 2
Density functional theory data (ωB97M-V/def2-TZVPD) for an isolated molecule of C19H24N2O5.

Output
LUMO   0.0 eV
Gap between HOMO and LUMO   0.320 Eh
Net charge   0
SMILES   Cc1cc(=O)oc2cc(OCC(=O)NCCCN3CCOCC3)ccc12
ΔE to the lowest compared entry with this formula, charge and spin   174.9 kJ/mol

Positions of all 50 atoms, in Å:
O  4.16539  1.29818  1.66139
O  -0.38111  -4.04955  -0.59950
O  -5.32092  2.35875  1.10536
O  5.25802  3.21875  1.74649
O  1.82606  -2.72755  1.82822
N  -0.67211  -2.33730  0.85691
N  -3.37662  0.75080  -0.20213
C  1.17854  -3.82838  1.22481
C  -2.38323  0.36653  -1.19022
C  4.80176  2.34915  1.04793
C  -4.69515  0.95904  -0.77712
C  2.41533  -1.79997  1.02718
C  4.32586  1.31932  -1.13732
C  4.40811  1.31887  -2.62856
C  2.44814  -1.85672  -0.36993
C  4.86297  2.31584  -0.39921
C  -0.03951  -3.42253  0.37955
C  -5.69165  1.23023  0.35050
C  -1.73114  -1.66438  0.14307
C  3.06411  -0.85422  -1.08318
C  -1.22438  -0.39802  -0.55024
C  3.66402  0.23774  -0.44888
C  -2.99674  1.93503  0.55026
C  -4.03328  2.18572  1.64551
C  3.00376  -0.72510  1.68168
C  3.62192  0.28418  0.95671
H  -6.68297  1.44238  -0.05297
H  -2.02024  1.77793  1.00989
H  3.08059  -0.91671  -2.15939
H  4.94090  0.43529  -2.97660
H  -2.53057  -1.39755  0.83772
H  -0.71099  0.23255  0.17872
H  -0.50253  -0.66663  -1.32346
H  1.99257  -2.67525  -0.90278
H  -0.27628  -1.86563  1.65691
H  -1.99137  1.24184  -1.73595
H  3.40992  1.30543  -3.06341
H  -4.99507  0.05740  -1.31479
H  -2.11490  -2.37096  -0.59525
H  -5.74247  0.34536  1.00308
H  5.37188  3.15050  -0.85510
H  -2.86936  -0.29057  -1.91521
H  -2.93985  2.82357  -0.10438
H  4.93125  2.20359  -2.97994
H  -4.70291  1.81229  -1.47822
H  0.84026  -4.45399  2.05578
H  -3.80331  3.10170  2.19215
H  1.86430  -4.41590  0.60438
H  -4.03294  1.33299  2.34184
H  2.98593  -0.67400  2.75770

Here are the Mulliken charges for atoms 1 to 4, given in e: -0.51 -0.67 -0.38 -0.63

Record 3
Density functional theory data (ωB97M-V/def2-TZVPD) for an isolated molecule of C19H24N2O5S.

Output
LUMO   0.5 eV
Gap between HOMO and LUMO   0.341 Eh
Net charge   0
SMILES   CCOc1ccc(S(=O)(=O)N2CCC(C(=O)NCc3ccco3)CC2)cc1
ΔE to the lowest compared entry with this formula, charge and spin   263.0 kJ/mol

Positions of all 51 atoms, in Å:
S  2.27054  -2.98092  0.12945
O  2.82474  -3.61783  -1.02844
O  4.37564  2.53723  0.44674
O  2.45661  -3.58097  1.41904
O  -2.79857  -1.86010  -1.39965
O  -5.69694  0.87771  -0.83329
N  -3.39361  -0.68849  0.42428
N  0.63566  -2.87388  -0.11427
C  3.00923  -0.65442  1.41431
C  -0.20300  -2.51614  0.99802
C  -1.09139  -0.54133  -0.28397
C  2.92967  -1.31248  0.19882
C  3.49670  0.63386  1.46166
C  -6.52982  1.90946  -0.62958
C  5.35758  4.59903  -0.19054
C  -5.67348  0.14882  0.30293
C  -0.15534  -0.93424  -1.43304
C  3.35214  -0.69817  -0.96163
C  4.87270  3.24275  -0.67729
C  -7.05055  1.86699  0.62578
C  -4.79638  -1.05593  0.36441
C  -6.48785  0.72026  1.23762
C  3.84538  0.59572  -0.92567
C  0.15799  -2.43318  -1.40118
C  -2.49644  -1.10997  -0.49818
C  3.91705  1.27548  0.28993
C  -0.48743  -1.01245  1.04723
H  5.70080  2.68471  -1.13405
H  4.53694  5.14563  0.26564
H  6.14087  4.46840  0.55074
H  -4.90657  -1.66160  -0.54032
H  0.31123  -2.85177  1.89917
H  2.70616  -1.17449  2.30943
H  4.07676  3.36893  -1.42391
H  -0.75279  -2.99048  -1.63863
H  3.57511  1.17106  2.39342
H  0.44581  -0.47046  1.21692
H  -6.66965  2.59535  -1.44122
H  3.30718  -1.24856  -1.88809
H  -1.18968  0.55180  -0.26368
H  -1.14693  -3.06532  0.90232
H  -3.12489  -0.01184  1.12040
H  0.92883  -2.69077  -2.12717
H  5.74842  5.17263  -1.02586
H  -6.67189  0.36496  2.23087
H  0.76743  -0.35588  -1.34794
H  -1.15840  -0.80262  1.88216
H  -5.06728  -1.65274  1.24138
H  -7.74246  2.55687  1.06279
H  -0.63064  -0.69932  -2.38590
H  4.17475  1.05869  -1.84197

Here are the Mulliken charges for atoms 1 to 4, given in e: 1.30 -0.74 -0.37 -0.76

Record 4
Density functional theory data (ωB97M-V/def2-TZVPD) for an isolated molecule of C19H24N2O6S.

Output
LUMO   0.5 eV
Gap between HOMO and LUMO   0.329 Eh
Net charge   0
SMILES   COc1cc(CCC(=O)NCc2ccc(S(N)(=O)=O)cc2)cc(OC)c1OC
ΔE to the lowest compared entry with this formula, charge and spin   94.7 kJ/mol

Positions of all 52 atoms, in Å:
S  -0.72354  -2.89392  -3.03353
O  0.33863  -2.48729  1.02893
O  1.47967  3.84127  0.89261
O  -2.39223  1.30191  0.01188
O  0.07352  -3.58389  -4.00486
O  -1.77791  -1.50374  -0.21976
O  -2.09055  -2.59842  -3.34403
N  2.52716  2.00922  0.09798
N  -0.70755  -3.82056  -1.65267
C  -1.37472  0.75234  0.74041
C  -0.39621  -3.39336  1.83166
C  2.12024  2.83076  1.09087
C  2.53651  2.35763  2.47478
C  1.41963  -1.44886  -2.14080
C  2.06444  -0.29284  -1.74362
C  -1.10246  -0.61724  0.57570
C  0.09176  0.98503  -2.22798
C  0.78605  -0.38974  2.09064
C  0.00497  -1.15817  1.24233
C  2.11525  2.16540  -1.28199
C  0.11256  -1.37563  -2.57716
C  -0.59914  1.49287  1.62191
C  -2.64336  2.68318  0.13728
C  -0.55204  -0.16977  -2.64168
C  1.29642  1.81600  3.21127
C  -3.12891  -1.28654  -0.58584
C  0.47352  0.94126  2.30615
C  1.40115  0.93099  -1.76906
H  -3.26189  -0.34928  -1.12119
H  1.62468  -0.85502  2.58603
H  -0.42349  1.93310  -2.26416
H  -1.75816  3.27818  -0.10484
H  -0.05839  -4.39017  1.55498
H  3.00003  2.35240  -1.90444
H  -1.56656  -0.15858  -3.00616
H  1.61896  1.25912  4.09247
H  -0.81022  2.53854  1.77131
H  -2.99073  2.93939  1.14272
H  3.09391  -0.34102  -1.41815
H  -0.19904  -3.22057  2.89551
H  -3.43396  2.89776  -0.58031
H  3.29718  1.58067  2.39646
H  -3.37541  -2.11609  -1.24739
H  -1.47175  -3.31010  1.65107
H  0.21396  -4.17394  -1.45374
H  -3.77457  -1.29528  0.29772
H  1.46756  3.04369  -1.32003
H  1.92462  -2.40178  -2.12924
H  0.68985  2.66127  3.53694
H  2.94723  3.20109  3.03027
H  2.96815  1.13492  0.33447
H  -1.07482  -3.29618  -0.87171

Here are the Mulliken charges for atoms 1 to 4, given in e: 1.29 -0.47 -0.66 -0.36